The following is a quantum chemistry calculation of C32H25CdN7O3S2 as an isolated structure, from the Open Molecules 2025 dataset.

Geometry as XYZ:
```
70
C32H25CdN7O3S2 wB97M-V/def2-TZVPD
Cd 0.50 -0.05 0.13
C 1.15 3.95 2.66
C 1.49 3.05 1.63
N 0.60 2.40 0.92
C -0.73 2.64 1.15
C -1.16 3.52 2.16
C -0.17 4.16 2.93
C -2.55 3.74 2.35
C -3.44 3.10 1.54
C -3.02 2.23 0.51
C -1.69 1.97 0.29
N -1.14 1.11 -0.62
C -1.43 0.98 -1.95
C -2.60 1.35 -2.59
C -2.77 1.17 -3.97
C -1.79 0.66 -4.77
C -0.54 0.34 -4.19
C 0.55 -0.11 -4.95
C 1.77 -0.32 -4.37
C 1.89 -0.10 -2.99
N 0.88 0.27 -2.23
C -0.34 0.50 -2.80
H 1.93 4.44 3.23
H 2.53 2.85 1.39
H -0.48 4.83 3.73
H -2.88 4.41 3.14
H -4.50 3.25 1.70
H -3.77 1.72 -0.07
H -3.41 1.77 -2.01
H -3.72 1.45 -4.41
H -1.94 0.50 -5.83
H 0.42 -0.26 -6.02
H 2.63 -0.64 -4.94
H 2.84 -0.25 -2.48
N 3.15 -0.17 2.42
C 1.97 0.05 3.04
N 0.80 -0.03 2.48
C -0.22 0.29 3.37
C -1.58 0.27 3.10
C -2.47 0.67 4.07
C -2.02 1.09 5.33
C -0.66 1.09 5.62
C 0.22 0.69 4.63
S 1.96 0.58 4.71
H 3.13 -0.65 1.52
H 3.97 -0.29 2.99
H -1.92 -0.07 2.12
H -3.53 0.66 3.86
H -2.73 1.41 6.08
H -0.31 1.39 6.60
O -1.28 -2.44 -2.06
C -0.14 -2.62 -1.70
N 0.39 -2.21 -0.49
S 1.94 -2.60 -0.35
O 2.72 -1.36 -0.18
O 2.19 -3.58 0.68
C 2.14 -3.32 -1.95
C 3.25 -3.87 -2.55
C 3.08 -4.40 -3.82
C 1.83 -4.38 -4.44
C 0.73 -3.83 -3.81
C 0.90 -3.29 -2.55
H 4.21 -3.88 -2.06
H 3.92 -4.85 -4.33
H 1.72 -4.81 -5.43
H -0.25 -3.79 -4.28
N -0.50 -2.82 2.33
H -1.25 -2.95 1.66
H -0.78 -3.28 3.19
H 0.31 -3.33 1.97
```

natural (NBO) atomic charge list, values in e, 5 entries: 1.700 -0.262 0.049 -0.499 0.207


The following is a quantum chemistry calculation of a 4-piece molecular cluster, C31H50Br8F12N2O8PS3 overall in a non-equilibrium geometry, from the Open Molecules 2025 dataset.

Geometry as XYZ:
```
115
C31H50Br8F12N2O8PS3 wB97M-V/def2-TZVPD
C -1.54 0.14 4.09
C -1.56 1.18 2.96
O -2.66 1.11 2.04
C -2.66 0.13 1.06
C -3.67 -0.99 1.55
C -4.46 -0.64 2.80
O -4.33 -1.30 3.76
O -5.38 0.40 2.80
C -5.13 1.40 3.76
C -4.76 2.77 3.22
O -5.25 1.24 4.91
C -1.38 -0.66 0.81
C -0.29 0.06 -0.01
C 0.98 -0.82 0.03
C 1.97 -0.24 1.05
F 0.72 -2.12 0.43
C -0.88 0.46 -1.40
C 0.12 1.46 -2.07
C 1.34 0.95 -2.83
C 1.92 2.20 -3.58
C 3.36 1.99 -4.04
C 4.46 2.46 -3.11
F 4.86 1.48 -2.26
F 5.56 2.64 -3.93
C 4.26 3.86 -2.42
F 5.45 4.49 -2.42
F 3.47 4.66 -3.15
S 3.68 3.86 -0.61
F 2.88 2.48 -0.79
F 2.32 4.62 -1.02
F 4.33 5.28 -0.39
F 4.99 3.16 -0.13
F 3.17 3.89 0.89
S -1.15 -0.91 -2.55
O -2.36 -1.64 -2.33
O -0.01 -1.77 -2.59
F -1.21 -0.40 -4.03
C -2.19 1.32 -1.18
N -2.89 1.19 -2.47
C -3.22 2.18 -3.13
S -3.71 3.41 -3.91
P -1.95 3.12 -0.59
O -1.23 4.07 -1.68
O -1.07 3.20 0.76
N -3.18 0.59 -0.28
C -4.54 1.24 -0.26
C -5.61 0.43 -1.02
C -6.73 -0.10 -0.13
F -6.24 1.32 -1.90
H -2.24 0.45 4.87
H -0.54 0.18 4.53
H -1.73 -0.88 3.77
H -1.68 2.15 3.46
H -0.58 1.26 2.49
H -4.38 -1.27 0.77
H -3.14 -1.90 1.78
H -3.81 3.10 3.61
H -4.77 2.81 2.13
H -5.53 3.47 3.58
H -1.71 -1.51 0.18
H -1.00 -1.14 1.71
H -0.03 1.00 0.48
H 1.52 -0.92 -0.91
H 2.98 -0.63 0.90
H 2.03 0.85 1.00
H 1.65 -0.58 2.04
H -0.46 2.04 -2.79
H 0.51 2.10 -1.27
H 1.17 0.21 -3.61
H 2.17 0.62 -2.20
H 1.76 3.05 -2.92
H 1.29 2.31 -4.46
H 3.54 0.95 -4.31
H 3.49 2.55 -4.98
H -1.81 4.80 -1.92
H -0.42 3.92 0.76
H -3.34 -0.29 -0.79
H -4.86 1.38 0.77
H -4.55 2.22 -0.72
H -5.18 -0.35 -1.66
H -6.98 0.62 0.66
H -7.61 -0.20 -0.77
H -6.51 -1.08 0.28
Br 4.00 1.21 -7.13
C 5.49 2.32 -7.72
C 5.09 3.25 -8.83
Br 4.90 2.31 -10.52
H 6.29 1.64 -8.01
H 5.80 2.88 -6.84
H 5.86 4.00 -8.99
H 4.14 3.74 -8.63
Br 0.71 -6.08 0.50
C -1.14 -5.51 0.34
C -1.52 -5.25 -1.10
Br -0.77 -3.55 -1.76
H -1.25 -4.63 0.97
H -1.72 -6.32 0.76
H -2.61 -5.15 -1.19
H -1.18 -6.03 -1.77
Br 2.84 -1.33 5.00
C 2.59 -3.24 4.72
C 1.99 -3.53 3.37
Br 0.09 -3.12 3.34
H 1.98 -3.60 5.54
H 3.58 -3.67 4.80
H 2.06 -4.59 3.14
H 2.46 -2.96 2.57
Br 4.22 -4.42 7.42
C 4.28 -6.34 7.72
C 4.06 -7.10 6.44
Br 2.18 -7.06 5.91
H 3.55 -6.57 8.48
H 5.28 -6.55 8.11
H 4.30 -8.15 6.56
H 4.62 -6.69 5.60
```

Summary:
- total charge = +1

Mulliken atomic charge list, values in e, 5 entries: -1.105 -0.208 -0.069 0.141 -0.277


The following is a quantum chemistry calculation of one molecule with the formula C19H19BrN4O3, from the Open Molecules 2025 dataset.

Geometry as XYZ:
```
46
C19H19BrN4O3 wB97M-V/def2-TZVPD
C -2.92 -1.62 -3.39
C -3.29 -0.22 -3.11
N -4.62 0.18 -3.08
C -4.59 1.46 -2.83
O -5.63 2.28 -2.73
N -3.34 1.93 -2.66
C -2.48 0.84 -2.82
C -1.01 0.91 -2.76
O -0.30 0.17 -3.43
N -0.46 1.86 -1.95
C -1.07 2.47 -0.75
C 0.19 2.80 0.05
C 1.13 3.26 -1.06
C 1.00 1.95 -1.82
C 1.43 0.93 -0.76
N 0.81 1.53 0.43
C 0.75 1.05 1.70
O 0.16 1.64 2.58
C 1.44 -0.26 1.93
C 1.46 -0.80 3.13
C 2.11 -2.10 3.43
C 1.35 -3.27 3.53
C 1.97 -4.48 3.79
C 3.34 -4.55 3.95
C 4.09 -3.39 3.85
Br 5.97 -3.47 4.06
C 3.49 -2.17 3.59
H -1.85 -1.77 -3.31
H -3.43 -2.30 -2.70
H -3.22 -1.90 -4.40
H -6.42 1.74 -2.90
H -3.10 2.89 -2.50
H -1.64 3.38 -0.98
H -1.72 1.77 -0.23
H 0.03 3.46 0.90
H 0.77 4.13 -1.61
H 2.15 3.45 -0.70
H 1.51 1.85 -2.77
H 1.03 -0.06 -0.99
H 2.52 0.87 -0.67
H 1.92 -0.76 1.10
H 0.95 -0.29 3.94
H 0.28 -3.22 3.40
H 1.37 -5.38 3.86
H 3.83 -5.49 4.16
H 4.09 -1.28 3.51
```

natural (NBO) atomic charge list, values in e, 5 entries: -0.650 0.208 -0.542 0.648 -0.657


The following is a quantum chemistry calculation of an isolated ion of composition C5H10NO2 and charge -1 in a non-equilibrium geometry, from the Open Molecules 2025 dataset.

Geometry as XYZ:
```
18
C5H10NO2 wB97M-V/def2-TZVPD
C 0.73 -0.48 2.56
C 0.04 0.75 1.95
N -0.89 0.33 0.89
C -0.49 0.69 -0.53
C -1.62 0.43 -1.57
C 0.55 -0.29 -1.13
O 1.30 0.11 -2.02
O 0.59 -1.46 -0.63
H 1.15 -1.14 1.78
H 0.02 -1.17 2.91
H 1.46 -0.52 3.40
H -0.64 1.30 2.61
H 0.87 1.51 1.79
H -0.83 -0.78 0.91
H -0.32 1.72 -0.67
H -1.28 0.37 -2.61
H -2.10 -0.55 -1.41
H -2.51 1.15 -1.46
```

Summary:
- total charge = -1

natural (NBO) atomic charge list, values in e, 5 entries: -0.664 -0.222 -0.666 -0.164 -0.605


The following is a quantum chemistry calculation of a 7-piece molecular cluster, C20H46Br2Cl2N3O12P overall in a non-equilibrium geometry, from the Open Molecules 2025 dataset.

Geometry as XYZ:
```
86
C20H46Br2Cl2N3O12P wB97M-V/def2-TZVPD
C 0.69 1.64 3.07
C 0.81 1.70 1.71
C 0.05 0.78 0.76
O -0.81 0.00 1.70
N -0.71 -1.37 1.63
O -0.78 -1.83 2.72
O 0.79 0.00 -0.12
C 2.10 -0.45 0.19
C 2.32 -1.12 1.55
C 3.72 -1.70 1.78
O 4.07 -2.04 2.90
C 3.25 0.59 0.03
C 3.02 1.73 -0.99
C 3.30 3.12 -0.48
O 3.05 4.12 -1.16
O 3.81 3.24 0.78
C 2.38 -1.57 -0.87
Br 2.00 -0.86 -2.66
C 1.51 -2.86 -0.64
C 2.25 -3.95 0.17
Br 1.10 -3.70 -2.37
C -0.98 1.64 -0.17
C -0.38 3.03 -0.37
P -2.51 2.02 0.92
N -2.09 2.76 2.26
N -1.23 0.86 -1.39
C -2.18 -0.24 -1.27
C -1.72 -1.49 -2.05
C -1.93 -2.78 -1.27
Cl -2.71 -1.69 -3.57
C -1.54 1.59 -2.59
Cl -2.94 2.77 -2.47
C -0.32 2.20 -3.32
C 0.16 1.28 -4.47
H 0.53 2.58 3.59
H 0.78 0.71 3.62
H 1.52 2.41 1.31
H 1.64 -1.95 1.76
H 2.21 -0.43 2.38
H 4.45 -1.79 0.95
H 4.17 0.06 -0.25
H 3.46 0.99 1.02
H 2.04 1.66 -1.44
H 3.73 1.59 -1.81
H 3.72 4.18 1.02
H 3.43 -1.84 -0.91
H 0.60 -2.55 -0.14
H 3.33 -3.83 0.08
H 1.92 -3.91 1.21
H 1.94 -4.92 -0.20
H -0.84 3.57 -1.19
H -0.54 3.65 0.51
H 0.68 3.01 -0.61
H -3.23 0.86 1.23
H -3.36 2.86 0.20
H -2.40 2.20 3.04
H -2.41 -0.57 -0.26
H -3.15 0.04 -1.71
H -0.69 -1.40 -2.40
H -1.56 -3.59 -1.91
H -2.98 -2.98 -1.11
H -1.33 -2.82 -0.37
H -1.91 0.86 -3.29
H -0.70 3.12 -3.78
H 0.50 2.41 -2.65
H -0.19 0.26 -4.34
H -0.09 1.68 -5.45
H 1.24 1.26 -4.41
O -4.68 2.19 3.78
H -5.60 1.91 3.77
H -4.68 2.98 4.32
O -3.33 -3.24 2.06
H -2.64 -2.68 2.43
H -3.44 -3.95 2.71
O 4.48 3.34 3.89
H 5.34 2.93 3.78
H 4.07 3.28 3.02
O -5.12 -5.23 3.97
H -5.99 -4.84 4.06
H -4.96 -5.66 4.81
O 2.66 2.00 -6.04
H 3.45 1.61 -6.42
H 2.75 2.94 -6.23
O -5.65 -4.07 0.49
H -4.96 -3.51 0.87
H -5.75 -4.78 1.13
```

Mulliken atomic charge list, values in e, 5 entries: -1.158 -1.145 1.520 -0.031 0.210


The following is a quantum chemistry calculation of C35H35AuClGeN2O2S2 as an isolated structure in a non-equilibrium geometry, from the Open Molecules 2025 dataset.

Geometry as XYZ:
```
79
C35H35AuClGeN2O2S2 wB97M-V/def2-TZVPD
Au 0.81 0.46 0.05
S 0.89 3.22 6.41
C 2.14 2.52 7.33
C 2.78 1.53 6.65
C 2.25 1.34 5.35
C 1.22 2.19 5.06
C 0.44 2.29 3.83
C 0.61 1.34 2.81
N -0.03 1.41 1.64
C -0.92 2.40 1.40
C -1.19 3.36 2.40
C -2.16 4.39 2.15
C -2.83 4.44 0.98
C -2.58 3.49 -0.06
C -3.24 3.53 -1.29
C -2.97 2.59 -2.27
C -1.98 1.63 -1.96
N -1.34 1.57 -0.81
C -1.62 2.47 0.14
C -3.64 2.60 -3.56
C -4.63 3.45 -3.99
C -5.06 3.18 -5.31
C -4.40 2.13 -5.87
S -3.25 1.45 -4.80
C -0.47 3.30 3.59
H 2.33 2.87 8.33
H 3.60 0.96 7.06
H 2.65 0.62 4.66
H 1.26 0.50 2.95
H -2.34 5.11 2.93
H -3.56 5.22 0.80
H -3.97 4.31 -1.46
H -1.72 0.87 -2.69
H -5.04 4.25 -3.40
H -5.83 3.75 -5.82
H -4.54 1.71 -6.85
H -0.64 4.07 4.34
Cl 7.32 -0.06 -5.44
C 6.05 0.08 -4.29
C 6.16 1.01 -3.26
C 5.13 1.14 -2.36
C 3.99 0.34 -2.46
C 3.91 -0.61 -3.47
C 4.93 -0.74 -4.39
C 2.90 0.52 -1.49
O 2.83 1.52 -0.75
O 1.97 -0.39 -1.41
H 7.05 1.62 -3.18
H 5.18 1.88 -1.56
H 3.04 -1.24 -3.53
H 4.87 -1.47 -5.19
C 2.48 -4.71 -0.55
C 1.12 -4.97 0.08
C 0.92 -4.26 1.42
C 1.04 -2.73 1.34
Ge -0.22 -1.81 0.13
C -2.05 -1.53 0.84
C -2.75 -2.77 1.42
C -3.47 -3.62 0.38
C -2.53 -4.37 -0.56
H 2.62 -5.32 -1.44
H 3.29 -4.95 0.14
H 2.59 -3.66 -0.86
H 0.99 -6.04 0.24
H 0.34 -4.65 -0.62
H 1.67 -4.61 2.13
H -0.06 -4.54 1.82
H 2.05 -2.46 1.02
H 0.89 -2.30 2.33
H -0.12 -2.16 -1.36
H -2.66 -1.07 0.06
H -1.93 -0.78 1.63
H -3.48 -2.43 2.16
H -2.03 -3.39 1.96
H -4.15 -2.99 -0.20
H -4.09 -4.34 0.92
H -1.94 -3.68 -1.17
H -3.09 -5.01 -1.23
H -1.84 -5.00 0.01
```

Summary:
- total charge = +1

Mulliken atomic charge list, values in e, 5 entries: 0.306 -0.179 -0.365 -0.579 -0.406


Total energy, record by record: -2807.68280; -25248.67753; -3754.22441; -401.76686; -8266.31543; -5083.71372 Eh